1.
{"formula": "C17H33AlBr2Cl6F5IN4O12P", "method": "ωB97M-V/def2-TZVPD", "charge": -1, "e_homo_ev": -3.76, "total_energy_ha": -11078.50971, "e_lumo_ev": -2.481, "species": ["C", "C", "C", "C", "N", "I", "O", "C", "C", "F", "F", "C", "F", "F", "C", "N", "P", "N", "C", "Br", "C", "C", "Br", "H", "H", "H", "H", "H", "H", "H", "H", "H", "H", "H", "H", "H", "H", "H", "H", "H", "H", "O", "C", "C", "O", "H", "H", "H", "H", "Al", "O", "H", "H", "C", "O", "O", "O", "H", "C", "Cl", "Cl", "Cl", "H", "C", "O", "H", "H", "H", "H", "N", "O", "O", "O", "F", "C", "Cl", "Cl", "Cl", "H", "O", "H", "H"], "coordinates": [[-3.497544, 4.010049, 0.933637], [-2.887465, 2.846170, -0.104324], [-2.111004, 1.630297, 0.644905], [-2.683748, 0.120644, 0.537908], [-3.260895, -0.315848, 1.907802], [-4.351384, -0.282505, -0.838516], [-1.732996, -0.948625, 0.200380], [-0.467345, -0.878437, 0.913800], [-0.274082, -2.082703, 2.059181], [-1.067762, -1.859261, 3.287331], [-0.657079, -3.429612, 1.537415], [1.314303, -2.203909, 2.566249], [1.219797, -2.749029, 3.971834], [2.100825, -3.195588, 1.797724], [-0.170018, 0.597931, 1.590614], [-0.559548, 1.736474, 0.615494], [-0.088899, 3.368042, 1.265590], [-0.475525, 3.559031, 2.843702], [-0.003884, 1.488348, -0.797361], [-1.144508, 1.146315, -2.458055], [1.451902, 1.387898, -1.143890], [1.990693, 1.095130, -2.703865], [2.915907, 1.535113, 0.180667], [-3.562376, 5.050726, 0.361679], [-4.591072, 3.705561, 1.247596], [-2.878210, 4.114901, 1.918815], [-3.769180, 2.601263, -0.809530], [-2.087574, 3.406605, -0.793537], [-2.343366, 1.934269, 1.784799], [-3.431882, -1.350797, 1.814669], [-4.231886, 0.106516, 1.895483], [0.391755, -1.109034, 0.116936], [1.829701, -1.151933, 2.679791], [0.905595, 0.719980, 2.035760], [-0.857072, 0.601757, 2.570245], [1.306903, 3.665227, 1.182589], [-0.768624, 4.462187, 0.574859], [-0.903473, 2.684469, 3.203074], [3.158200, 1.030966, -2.758572], [1.674016, 2.031506, -3.372926], [1.531666, 0.116725, -3.160258], [3.844930, 6.757993, -2.446158], [3.010698, 6.061570, -1.661357], [2.459378, 4.792174, -2.466360], [1.615179, 4.103018, -1.685826], [2.115210, 6.589630, -1.288309], [3.427087, 5.658032, -0.721220], [3.356115, 4.258485, -2.827760], [2.053629, 5.192399, -3.412219], [-5.044643, -0.685661, 3.721907], [2.115734, 9.055599, -1.761783], [2.977988, 8.803032, -2.124554], [2.273545, 9.122384, -0.808043], [-4.599399, -3.576477, 6.684682], [-4.745319, -3.975651, 5.504356], [-3.319647, -3.358244, 6.952251], [-5.429245, -3.364535, 7.596840], [-3.062065, -3.626505, 6.046866], [-2.872078, -3.471470, -3.838843], [-3.843167, -2.076063, -4.338164], [-1.925130, -3.084672, -2.392161], [-3.908984, -4.878139, -3.546001], [-2.179731, -3.716608, -4.648295], [2.505815, -2.670594, -1.324329], [3.809783, -2.485206, -1.843559], [1.782564, -2.231332, -2.015328], [2.303118, -3.739146, -1.218754], [2.425618, -2.175927, -0.353183], [4.429370, -2.884723, -1.209591], [2.983514, -5.717010, 3.014739], [3.957405, -5.567341, 2.258286], [1.995864, -6.367217, 2.634383], [2.997394, -5.216340, 4.151378], [3.675992, -2.863237, 3.459462], [2.244208, -6.099062, -3.650161], [0.931291, -5.235780, -2.831324], [3.475414, -4.960644, -4.222305], [2.965245, -7.304118, -2.569607], [1.826915, -6.619061, -4.516253], [0.455676, -0.697613, -5.002352], [0.429207, -0.387645, -5.920010], [-0.447339, -0.555117, -4.681040]], "forces_ev_per_angstrom": [[-0.36, -0.34, -0.13], [0.66, 2.10, -0.87], [-2.56, 1.73, 2.17], [0.82, -2.03, 0.70], [-1.02, 0.59, -1.12], [0.63, 0.44, 0.03], [0.06, 2.36, 1.12], [2.06, -0.49, 0.07], [0.24, -2.06, 0.87], [1.55, -0.22, -3.57], [0.62, 4.41, 1.22], [1.18, -2.68, 2.60], [-0.31, 1.75, -4.45], [-3.70, 3.56, 1.46], [-0.05, -2.02, 2.57], [-0.74, -2.08, -1.98], [-0.19, 3.33, 4.30], [-0.17, -2.03, -2.61], [5.06, -0.74, -2.43], [0.82, 0.60, 2.50], [-3.10, 0.22, -0.49], [-0.25, 0.73, 0.15], [-1.67, -0.26, -1.18], [0.21, -2.34, 1.27], [2.11, 0.60, -0.65], [-0.93, -0.09, -1.92], [1.77, -0.28, 1.22], [-1.77, -1.34, 1.38], [0.69, -0.98, -2.43], [0.45, 0.98, -0.16], [1.36, -0.31, -0.47], [-1.94, 0.40, 1.67], [-0.60, -2.47, -0.50], [-1.91, -0.26, -1.50], [1.28, 0.46, -2.36], [-0.59, -0.79, -1.06], [0.65, -1.45, -0.45], [0.40, 0.93, 0.29], [-2.33, 0.08, 0.59], [0.49, -2.07, 1.68], [0.82, 1.96, 1.12], [-1.30, -1.04, 1.23], [1.70, 3.02, 0.84], [-1.47, -2.66, -1.07], [0.75, 0.58, -0.56], [-0.24, 0.09, -0.82], [0.61, -0.58, -0.40], [0.27, -0.12, 0.74], [-0.50, 0.43, 0.42], [-0.08, -1.00, 1.36], [0.11, 0.39, 0.44], [-0.14, -0.39, -0.07], [-0.06, -0.01, -0.39], [-2.75, 0.39, 2.20], [-1.32, 0.12, -2.01], [2.26, 0.35, -0.14], [0.37, -0.16, -1.12], [1.30, 0.12, 0.52], [0.22, -0.27, 0.12], [0.07, 0.00, -0.07], [-0.12, 0.00, -0.22], [0.17, 0.23, -0.08], [-0.23, 0.10, 0.27], [0.24, -0.12, 0.24], [0.45, 0.09, 0.04], [0.11, -0.04, -0.15], [-0.21, 0.27, 0.25], [-0.16, -0.11, 0.09], [-0.32, 0.19, -0.29], [0.55, 0.11, -0.65], [-0.36, -0.14, 0.34], [-0.03, 0.10, 0.27], [-0.11, -0.04, -0.16], [0.70, 0.54, 0.41], [0.12, -0.18, -0.05], [-0.09, -0.28, -0.29], [-0.19, -0.13, 0.03], [-0.16, 0.20, -0.19], [0.13, 0.20, 0.32], [-0.45, 0.12, -0.30], [0.11, -0.12, 0.28], [0.28, -0.12, -0.05]]}



2.
{"formula": "C17H33BF3IN5O7", "method": "ωB97M-V/def2-TZVPD", "charge": 1, "e_homo_ev": -11.74, "total_energy_ha": -2090.02844, "e_lumo_ev": -2.877, "species": ["C", "N", "C", "B", "O", "N", "N", "C", "C", "O", "C", "O", "C", "C", "O", "N", "C", "N", "C", "C", "C", "I", "C", "O", "C", "F", "F", "F", "H", "H", "H", "H", "H", "H", "H", "H", "H", "H", "H", "H", "H", "H", "H", "H", "H", "H", "H", "H", "H", "H", "H", "H", "H", "O", "C", "O", "C", "C", "C", "H", "H", "H", "H", "H", "H", "H", "H"], "coordinates": [[3.220563, -1.914839, -0.809664], [2.180776, -0.876444, -0.823189], [1.050452, -1.226509, -1.712379], [1.691022, -0.523047, 0.454020], [1.592926, -1.392177, 1.495661], [1.079621, 0.847814, 0.705074], [-0.210665, 0.872429, 1.223226], [-0.561272, 2.155165, 1.385941], [-1.894792, 2.583362, 1.913019], [-2.964493, 1.916835, 1.289057], [-3.204501, 2.426879, -0.033742], [-4.336836, 1.880653, -0.565406], [-4.295681, 0.515620, -0.978710], [-5.427222, -0.254505, -0.306724], [-5.091342, -1.586451, 0.033977], [0.413220, 2.971458, 1.030170], [1.414302, 2.173764, 0.617659], [2.588134, 2.647388, 0.191028], [3.681452, 1.804475, -0.287556], [4.448847, 1.114666, 0.850616], [5.582511, 1.970668, 1.423934], [7.398036, 0.904356, 1.629922], [2.749069, 4.077465, 0.221583], [2.956808, 4.446682, 1.586461], [3.409132, 5.700802, 1.798668], [2.916869, 6.564515, 0.920012], [3.071486, 6.074140, 2.998724], [4.733755, 5.754870, 1.698506], [3.841773, -1.820913, 0.078761], [3.868330, -1.801861, -1.676507], [2.792921, -2.918196, -0.794942], [0.440968, -0.344747, -1.912060], [1.435059, -1.550789, -2.677453], [0.432990, -2.013846, -1.285479], [1.611615, -0.991223, 2.373392], [-0.764062, 0.048226, 1.406569], [-1.952735, 2.377192, 2.981628], [-1.956091, 3.667609, 1.792096], [-2.325363, 2.228087, -0.666114], [-3.373006, 3.501478, 0.051863], [-4.418491, 0.519787, -2.061710], [-3.327558, 0.052229, -0.768273], [-6.289420, -0.301942, -0.968193], [-5.714440, 0.306310, 0.584925], [-4.139274, -1.667802, 0.142892], [3.309254, 1.078763, -1.004793], [4.373435, 2.446454, -0.826806], [3.739147, 0.894592, 1.652194], [4.816488, 0.160899, 0.479733], [5.310543, 2.373526, 2.394250], [5.791262, 2.829552, 0.792449], [3.612082, 4.346325, -0.381334], [1.869870, 4.573855, -0.180622], [-1.589718, -2.577531, -1.543378], [-2.288793, -3.566337, -1.554339], [-2.807459, -3.969020, -0.395603], [-3.750911, -5.049303, -0.285808], [-3.074820, -6.402968, -0.268675], [-2.520998, -4.356437, -2.816050], [-4.507203, -4.967331, -1.066081], [-4.254402, -4.867082, 0.660194], [-2.534201, -6.601956, -1.194059], [-3.816592, -7.188703, -0.131215], [-2.357772, -6.454445, 0.550280], [-1.642729, -4.973785, -3.000794], [-2.631887, -3.655591, -3.639579], [-3.399990, -4.993106, -2.791254]], "forces_ev_per_angstrom": [[-0.07, -0.04, 0.10], [-0.06, -0.40, 0.51], [0.26, 0.43, -0.43], [0.19, -0.16, 0.05], [0.44, 0.36, 0.09], [-0.61, 0.31, 0.01], [0.03, 0.94, 0.23], [0.29, -0.39, -0.12], [-0.41, 0.11, -0.05], [0.22, -0.19, -0.01], [-0.10, -0.02, -0.08], [-0.03, 0.14, 0.27], [-0.03, 0.04, -0.37], [0.04, 0.13, 0.26], [0.06, -0.25, -0.26], [-0.15, -0.19, 0.09], [0.14, -0.68, -0.29], [-0.17, 0.34, -0.33], [0.46, -0.15, 0.15], [-0.24, 0.05, -0.17], [-0.40, 0.26, 0.07], [0.13, -0.05, 0.09], [0.05, 0.02, -0.02], [-0.24, -0.28, -0.05], [0.13, -0.27, -0.28], [-0.33, 0.43, -0.51], [-0.28, 0.21, 0.99], [0.67, -0.03, -0.13], [0.01, 0.03, 0.04], [-0.05, -0.05, -0.15], [-0.02, -0.08, -0.10], [-0.14, 0.00, 0.11], [0.08, -0.05, -0.02], [0.03, 0.01, -0.12], [-0.19, -0.15, 0.04], [0.14, -0.16, -0.17], [0.03, -0.11, 0.02], [0.03, 0.05, -0.05], [0.09, -0.04, 0.04], [0.01, 0.08, -0.10], [0.05, -0.08, -0.07], [0.09, 0.05, 0.20], [-0.09, -0.02, 0.02], [-0.01, 0.01, 0.06], [0.04, -0.01, 0.09], [-0.19, 0.00, 0.09], [-0.08, 0.12, -0.08], [0.04, -0.18, 0.09], [0.12, 0.01, -0.01], [0.15, -0.08, 0.12], [0.14, -0.05, -0.13], [0.10, -0.06, -0.02], [-0.10, 0.02, 0.17], [-0.25, 0.02, -0.02], [0.18, -0.01, -0.11], [-0.09, 0.12, 0.21], [-0.18, -0.25, 0.01], [0.17, 0.09, -0.03], [-0.28, 0.10, -0.02], [0.04, 0.02, -0.04], [0.01, 0.06, 0.02], [-0.06, -0.01, -0.03], [-0.02, 0.01, 0.01], [-0.03, -0.02, 0.04], [0.03, 0.00, 0.00], [0.13, 0.03, 0.00], [0.05, -0.05, 0.05]]}